The following is a DFT calculation (ωB97M-V/def2-TZVPD) of one molecule with the formula C3H7NO2.

Calculated values
HOMO-LUMO gap	9.5	eV
highest occupied orbital energy	-8.71	eV
total charge	0
energy relative to the best compared isomer or geometry (same formula, charge and spin)	3.403	eV

Geometry (Å):
H -0.34 -1.90 1.00
H 1.90 0.74 0.05
H -1.35 1.80 0.64
C -0.97 -0.30 -1.63
O -0.33 -1.89 0.03
C 1.34 0.32 0.89
H 1.68 -0.69 1.08
O -0.49 1.65 0.22
H -1.31 -1.10 -2.26
H -1.02 0.71 -1.99
N -0.09 0.30 0.61
C -0.51 -0.56 -0.42
H 1.50 0.94 1.77



The following is a DFT calculation (ωB97M-V/def2-TZVPD) of C3H7NO2 as an isolated structure.

Calculated values
HOMO-LUMO gap	10.5	eV
highest occupied orbital energy	-9.67	eV
total charge	0
energy relative to the best compared isomer or geometry (same formula, charge and spin)	5.099	eV

Geometry (Å):
C 0.23 -0.08 -0.20
H 1.37 -1.41 -1.46
C 1.15 -1.25 -0.40
C -0.21 0.38 1.18
N -0.24 0.55 -1.22
H 0.70 -2.16 0.02
H -1.89 1.00 0.53
H 2.10 -1.08 0.14
H -0.84 0.94 -2.11
H 0.25 1.37 1.36
O -1.62 0.42 1.28
O -1.16 1.63 -1.06
H 0.17 -0.31 1.94



The following is a DFT calculation (ωB97M-V/def2-TZVPD) of a 2-piece molecular cluster, C3H7NO2 overall.

Calculated values
HOMO-LUMO gap (alpha / beta)	8.6 / 7.4	eV
highest occupied orbital energy (alpha / beta)	-8.38 / -7.54	eV
total charge	0
energy relative to the best compared isomer or geometry (same formula, charge and spin)	7.771	eV

Geometry (Å):
H 0.27 0.90 -1.04
H -1.31 -1.00 -2.11
H 1.57 -0.07 0.99
O 1.45 2.50 0.43
C -0.21 0.79 -0.07
C -0.32 -1.36 -0.49
C 0.59 0.36 1.15
H -1.29 0.92 0.03
H -0.45 -1.93 0.42
H 0.61 -1.54 -1.02
N 0.54 1.83 0.97
O -1.46 -1.41 -1.25
H 0.01 0.01 1.99



The following is a DFT calculation (ωB97M-V/def2-TZVPD) of C3H7NO2 as an isolated structure.

Calculated values
HOMO-LUMO gap	9.7	eV
highest occupied orbital energy	-9.58	eV
total charge	0
energy relative to the best compared isomer or geometry (same formula, charge and spin)	4.380	eV

Geometry (Å):
H 0.79 1.17 -2.46
H 0.06 -1.04 2.92
N -0.91 -0.49 1.16
H -1.34 0.73 -0.46
H -1.74 -0.55 1.74
C 0.57 0.90 -1.44
O 1.28 -0.71 1.35
C -0.69 0.33 -1.20
H 1.20 -0.56 0.27
O 0.98 -0.40 -1.08
H 0.85 1.68 -0.74
H -1.16 -0.30 -1.93
C 0.11 -0.75 1.87



The following is a DFT calculation (ωB97M-V/def2-TZVPD) of one molecule with the formula C3H7NO2.

Calculated values
HOMO-LUMO gap	9.9	eV
highest occupied orbital energy	-8.91	eV
total charge	0
energy relative to the best compared isomer or geometry (same formula, charge and spin)	2.685	eV

Geometry (Å):
C 1.85 -0.62 0.75
N -1.26 -0.10 -0.67
H 1.74 -1.67 1.07
C -0.08 -0.66 -0.45
H -1.75 1.96 -0.61
O 2.58 -0.49 -0.41
C -1.87 1.05 -0.01
H -1.39 1.21 0.96
H 2.00 -0.89 -1.08
H -1.76 -0.46 -1.47
H -2.93 0.87 0.15
O 0.52 -0.08 0.59
H 2.33 -0.04 1.54



The following is a DFT calculation (ωB97M-V/def2-TZVPD) of an isolated ion of composition C3H7NO2 and charge +1.

Calculated values
HOMO-LUMO gap (alpha / beta)	11.4 / 6.2	eV
highest occupied orbital energy (alpha / beta)	-15.46 / -15.26	eV
total charge	+1
2S+1	2
<S²>	0.76
energy relative to the best compared isomer or geometry (same formula, charge and spin)	1.749	eV

Geometry (Å):
O 0.24 -1.37 -1.89
H 1.36 1.55 1.62
O 0.43 1.35 1.71
H 1.03 -0.63 1.47
N -0.30 1.10 -0.74
C -0.10 -1.37 -0.75
C -0.55 -0.08 -0.02
H -0.60 -0.31 2.12
H -1.62 -0.08 0.28
C 0.15 0.01 1.40
H -0.33 1.98 -0.21
H -0.31 -2.28 -0.16
H -0.85 1.23 -1.60



The following is a DFT calculation (ωB97M-V/def2-TZVPD) of a 2-piece molecular cluster, C3H7NO2S overall.

Calculated values
HOMO-LUMO gap (alpha / beta)	7.0 / 7.0	eV
highest occupied orbital energy (alpha / beta)	-3.19 / -3.62	eV
total charge	-1
2S+1	2
<S²>	0.76
energy relative to the best compared isomer or geometry (same formula, charge and spin)	0.332	eV

Geometry (Å):
H 2.03 0.73 -1.14
C 0.30 -0.18 -1.29
H -2.78 0.11 2.75
H 0.47 0.90 1.33
C -0.57 -0.01 0.05
C 0.65 -1.02 -0.13
O -0.33 1.11 0.81
S 2.13 -0.61 0.79
H 0.51 -2.09 -0.11
H -0.33 -0.60 -2.08
H 0.80 1.73 -1.63
O -1.75 -0.48 -0.03
H -2.33 -0.38 2.42
N 1.20 0.81 -1.73



The following is a DFT calculation (ωB97M-V/def2-TZVPD) of one molecule with the formula C3H7NO2S.

Calculated values
HOMO-LUMO gap	9.8	eV
highest occupied orbital energy	-9.23	eV
total charge	0
energy relative to the best compared isomer or geometry (same formula, charge and spin)	0.880	eV

Geometry (Å):
N -1.42 0.11 -0.29
H 0.03 -1.96 -1.79
H -1.75 1.04 -0.15
H -0.54 0.76 3.05
H -1.80 -0.34 -1.11
C 0.35 0.45 1.38
O -0.71 0.91 2.12
C -0.10 -0.26 0.10
H -0.10 -1.33 0.32
S 0.84 -1.10 -2.41
H 1.99 -0.01 -0.58
O 1.48 0.64 1.70
C 0.97 0.04 -0.97
H 0.77 1.03 -1.37